# 1
{"formula": "C35H29Br2N3O4PRh", "method": "the ωB97M-V functional and the def2-TZVPD basis", "homo_lumo_gap_ev": [7.66, 5.67], "total_charge": 2, "total_energy_ha": -7415.8322, "e_lumo_ev": [-6.229, -8.228], "homo_energy_ev": [-13.89, -13.90], "spin_multiplicity": 5, "elements": ["Rh", "C", "C", "C", "C", "C", "C", "Br", "C", "C", "Br", "C", "O", "C", "N", "H", "H", "H", "H", "H", "H", "O", "P", "C", "C", "C", "C", "C", "C", "C", "C", "C", "C", "C", "C", "C", "C", "C", "C", "C", "C", "H", "H", "H", "H", "H", "H", "H", "H", "H", "H", "H", "H", "H", "H", "H", "O", "C", "N", "C", "O", "C", "C", "C", "C", "N", "C", "H", "H", "H", "H", "H", "H", "H", "H"], "coordinates": [[-1.515, 0.399, -0.441], [-0.888, 0.499, -3.710], [-1.839, 1.595, -3.349], [-2.303, 2.532, -4.284], [-3.169, 3.520, -3.890], [-3.599, 3.591, -2.552], [-4.495, 4.579, -2.022], [-5.194, 5.897, -3.148], [-4.859, 4.583, -0.685], [-4.377, 3.623, 0.184], [-4.872, 3.632, 1.979], [-3.484, 2.591, -0.260], [-3.044, 1.701, 0.504], [-3.102, 2.622, -1.676], [-2.244, 1.663, -2.083], [-0.609, 0.535, -4.760], [-1.342, -0.473, -3.505], [0.023, 0.578, -3.110], [-1.971, 2.470, -5.310], [-3.524, 4.249, -4.607], [-5.528, 5.349, -0.318], [0.426, 0.101, 0.269], [1.850, 0.488, 0.663], [1.841, 1.157, 2.332], [0.932, 0.620, 3.244], [0.903, 1.090, 4.546], [1.775, 2.096, 4.939], [2.666, 2.645, 4.028], [2.703, 2.180, 2.722], [2.829, -1.026, 0.548], [3.814, -1.207, -0.418], [4.454, -2.435, -0.520], [4.094, -3.480, 0.315], [3.108, -3.300, 1.277], [2.481, -2.073, 1.402], [2.529, 1.708, -0.472], [1.681, 2.301, -1.403], [2.179, 3.245, -2.288], [3.520, 3.598, -2.238], [4.367, 3.014, -1.306], [3.877, 2.066, -0.421], [0.242, -0.151, 2.923], [0.201, 0.673, 5.256], [1.756, 2.457, 5.959], [3.334, 3.441, 4.329], [3.388, 2.623, 2.015], [4.076, -0.412, -1.101], [5.237, -2.565, -1.255], [4.588, -4.437, 0.217], [2.827, -4.105, 1.941], [1.747, -1.915, 2.186], [0.635, 2.021, -1.417], [1.525, 3.708, -3.016], [3.909, 4.333, -2.929], [5.411, 3.294, -1.270], [4.540, 1.601, 0.297], [1.073, -5.181, 3.194], [-0.116, -5.818, 2.783], [-0.885, -4.823, 2.073], [-1.475, -5.082, 0.879], [-1.467, -6.160, 0.326], [-2.195, -3.927, 0.232], [-3.382, -4.200, -0.440], [-4.040, -3.178, -1.100], [-3.477, -1.917, -1.091], [-2.320, -1.657, -0.473], [-1.685, -2.639, 0.182], [1.497, -5.702, 3.883], [-0.678, -6.191, 3.643], [0.062, -6.640, 2.091], [-1.000, -3.934, 2.530], [-3.764, -5.212, -0.436], [-4.969, -3.351, -1.624], [-3.955, -1.088, -1.598], [-0.732, -2.390, 0.636]]}

***

# 2
{"formula": "C35H29N7O2Re", "method": "the ωB97M-V functional and the def2-TZVPD basis", "homo_lumo_gap_ev": [4.61, 5.40], "total_energy_ha": -1963.2758, "e_lumo_ev": [-1.046, -1.264], "homo_energy_ev": [-5.66, -6.66], "spin_multiplicity": 4, "elements": ["Re", "O", "C", "N", "C", "C", "C", "C", "C", "C", "N", "C", "O", "C", "C", "C", "C", "C", "N", "C", "C", "C", "C", "C", "N", "H", "H", "H", "H", "H", "H", "H", "H", "H", "H", "H", "H", "N", "C", "C", "C", "C", "C", "C", "C", "C", "N", "C", "H", "H", "H", "H", "H", "H", "H", "H", "C", "C", "C", "C", "C", "C", "C", "C", "N", "H", "H", "H", "H", "H", "H", "H", "H", "H"], "coordinates": [[0.558, 0.112, 0.446], [3.114, -0.994, 3.510], [2.223, -0.823, 2.685], [2.288, -0.332, 1.438], [3.485, -0.023, 0.755], [4.719, -0.541, 1.126], [5.832, -0.291, 0.340], [5.699, 0.462, -0.812], [4.470, 0.991, -1.185], [3.335, 0.776, -0.397], [2.007, 1.255, -0.670], [1.788, 2.195, -1.609], [2.589, 2.758, -2.353], [0.355, 2.650, -1.803], [-0.142, 2.727, -3.105], [-1.424, 3.193, -3.300], [-2.166, 3.606, -2.196], [-1.585, 3.518, -0.949], [-0.353, 3.036, -0.747], [0.811, -1.240, 3.037], [0.549, -1.866, 4.241], [-0.739, -2.293, 4.512], [-1.725, -2.090, 3.558], [-1.394, -1.457, 2.377], [-0.151, -1.022, 2.118], [4.793, -1.134, 2.023], [6.794, -0.699, 0.626], [6.559, 0.650, -1.442], [4.393, 1.575, -2.081], [0.493, 2.422, -3.924], [-1.843, 3.247, -4.297], [-3.170, 3.995, -2.303], [-2.122, 3.846, -0.064], [1.377, -2.001, 4.922], [-0.970, -2.789, 5.446], [-2.740, -2.427, 3.710], [-2.131, -1.305, 1.601], [0.241, 1.981, 1.684], [-1.159, 2.120, 1.956], [-1.663, 2.866, 2.982], [-3.058, 3.011, 3.152], [-3.930, 2.428, 2.280], [-3.439, 1.634, 1.215], [-4.283, 0.976, 0.286], [-3.742, 0.190, -0.688], [-2.343, 0.022, -0.735], [-1.535, 0.628, 0.108], [-2.054, 1.460, 1.069], [0.460, 2.649, 0.924], [0.816, 2.179, 2.497], [-0.983, 3.369, 3.659], [-3.428, 3.607, 3.975], [-4.999, 2.552, 2.395], [-5.355, 1.102, 0.369], [-4.357, -0.328, -1.409], [-1.873, -0.643, -1.450], [0.131, -0.585, -3.563], [-0.042, -1.983, -3.047], [-0.387, -3.030, -3.888], [-0.477, -4.333, -3.420], [-0.197, -4.595, -2.083], [0.145, -3.583, -1.204], [0.485, -3.876, 0.227], [0.205, -2.241, -1.672], [0.517, -1.226, -0.847], [-0.055, -0.535, -4.637], [1.144, -0.224, -3.365], [-0.539, 0.126, -3.068], [-0.571, -2.819, -4.937], [-0.739, -5.140, -4.093], [-0.236, -5.616, -1.716], [0.505, -4.950, 0.411], [-0.240, -3.428, 0.911], [1.459, -3.454, 0.489]]}

***

# 3
{"formula": "C35H30ClN6O3P2RhSe2", "method": "the ωB97M-V functional and the def2-TZVPD basis", "homo_lumo_gap_ev": [7.33, 7.33], "de_lowest_ev": 2.400, "total_energy_ha": -7962.3659, "e_lumo_ev": [-0.618, -0.617], "homo_energy_ev": [-7.95, -7.95], "elements": ["Rh", "N", "C", "C", "O", "N", "C", "C", "O", "O", "H", "H", "H", "H", "H", "H", "Se", "P", "C", "C", "C", "C", "C", "C", "C", "C", "C", "C", "C", "C", "C", "C", "N", "N", "N", "P", "Se", "C", "C", "C", "C", "C", "C", "C", "C", "C", "C", "C", "C", "H", "H", "H", "H", "H", "H", "H", "H", "H", "H", "H", "H", "H", "H", "H", "H", "H", "H", "H", "H", "Cl", "C", "C", "C", "C", "N", "C", "H", "H", "H", "H"], "coordinates": [[0.573, -2.901, 0.720], [-1.250, -3.906, 0.860], [-1.829, -3.934, 2.212], [-0.673, -3.913, 3.150], [-0.566, -4.660, 4.100], [0.217, -2.926, 2.777], [1.434, -2.877, 3.549], [2.517, -3.662, 2.820], [3.517, -4.016, 3.409], [2.284, -3.829, 1.537], [-1.883, -3.423, 0.231], [-1.088, -4.851, 0.526], [-2.476, -4.785, 2.406], [-2.384, -3.012, 2.334], [1.350, -3.348, 4.521], [1.823, -1.857, 3.617], [-2.778, 2.126, -2.552], [-2.259, 2.155, -0.513], [-1.013, 3.385, -0.053], [-0.651, 4.379, -0.955], [0.248, 5.369, -0.572], [0.780, 5.367, 0.710], [0.424, 4.372, 1.614], [-0.466, 3.381, 1.233], [-3.696, 2.500, 0.545], [-4.827, 1.687, 0.436], [-5.966, 1.979, 1.162], [-6.003, 3.096, 1.991], [-4.899, 3.923, 2.082], [-3.747, 3.627, 1.359], [-1.582, 0.581, 0.093], [-0.400, -0.120, -0.079], [-0.606, -1.348, 0.461], [-1.841, -1.387, 0.939], [-2.441, -0.237, 0.727], [1.195, 0.185, -0.768], [2.362, -1.587, -0.363], [1.960, 1.562, 0.098], [2.017, 1.471, 1.494], [2.776, 2.374, 2.214], [3.485, 3.371, 1.549], [3.423, 3.470, 0.170], [2.664, 2.561, -0.563], [1.136, 0.560, -2.515], [0.674, 1.801, -2.944], [0.594, 2.081, -4.299], [0.968, 1.123, -5.227], [1.425, -0.118, -4.805], [1.513, -0.404, -3.452], [-1.100, 4.375, -1.942], [0.526, 6.144, -1.276], [1.479, 6.138, 1.007], [0.841, 4.369, 2.613], [-0.743, 2.605, 1.938], [-4.814, 0.832, -0.226], [-6.834, 1.337, 1.075], [-6.899, 3.322, 2.557], [-4.925, 4.805, 2.710], [-2.900, 4.293, 1.434], [1.489, 0.676, 2.009], [2.829, 2.292, 3.292], [4.091, 4.070, 2.113], [3.974, 4.246, -0.346], [2.649, 2.627, -1.641], [0.373, 2.553, -2.232], [0.215, 3.042, -4.623], [0.898, 1.343, -6.285], [1.720, -0.866, -5.531], [1.885, -1.364, -3.118], [1.308, -4.973, -4.785], [1.519, -5.316, -3.097], [2.218, -6.432, -2.680], [2.355, -6.642, -1.320], [1.799, -5.734, -0.433], [1.121, -4.661, -0.849], [0.987, -4.453, -2.163], [2.645, -7.110, -3.407], [2.903, -7.494, -0.943], [1.913, -5.838, 0.637], [0.444, -3.569, -2.475]]}

***

# 4
{"formula": "C35H30CrN3O6P2SSe2", "method": "the ωB97M-V functional and the def2-TZVPD basis", "homo_lumo_gap_ev": [6.49, 6.83], "de_lowest_ev": 0.000, "total_charge": -1, "total_energy_ha": -8895.8548, "e_lumo_ev": [1.994, 1.992], "homo_energy_ev": [-4.50, -4.83], "spin_multiplicity": 5, "elements": ["Cr", "O", "C", "C", "O", "C", "C", "O", "C", "O", "O", "Se", "P", "C", "C", "C", "C", "C", "C", "C", "C", "C", "C", "C", "C", "C", "C", "N", "N", "N", "P", "Se", "C", "C", "C", "C", "C", "C", "C", "C", "C", "C", "C", "C", "H", "H", "H", "H", "H", "H", "H", "H", "H", "H", "H", "H", "H", "H", "H", "H", "H", "H", "H", "H", "C", "C", "S", "O", "C", "C", "H", "H", "H", "H", "H", "H", "H", "H", "H", "H"], "coordinates": [[0.113, 0.133, -0.290], [4.552, -0.247, 3.874], [3.674, -0.186, 3.050], [3.646, -0.928, 1.707], [4.524, -1.645, 1.276], [2.359, -0.557, 1.105], [1.633, 0.270, 1.969], [0.443, 0.657, 1.616], [2.395, 0.644, 3.144], [2.123, 1.455, 4.014], [1.872, -0.875, -0.044], [0.303, -0.684, -7.542], [-1.073, -1.185, -6.031], [-2.697, -0.448, -6.386], [-3.138, 0.661, -5.673], [-4.335, 1.276, -6.009], [-5.095, 0.790, -7.063], [-4.646, -0.302, -7.794], [-3.447, -0.911, -7.466], [-1.295, -2.993, -5.957], [-0.135, -3.761, -6.080], [-0.217, -5.136, -6.192], [-1.456, -5.765, -6.181], [-2.610, -5.012, -6.036], [-2.530, -3.629, -5.927], [-0.630, -0.613, -4.374], [-0.846, -0.990, -3.047], [-0.113, -0.143, -2.303], [0.480, 0.733, -3.105], [0.167, 0.482, -4.345], [-1.681, -2.291, -2.118], [-1.934, -1.868, -0.049], [-3.311, -2.524, -2.858], [-4.074, -3.652, -2.552], [-5.364, -3.764, -3.041], [-5.919, -2.738, -3.801], [-5.185, -1.592, -4.057], [-3.884, -1.489, -3.583], [-0.629, -3.745, -2.352], [0.681, -3.615, -1.879], [1.538, -4.699, -1.923], [1.093, -5.919, -2.419], [-0.203, -6.047, -2.889], [-1.065, -4.958, -2.866], [-2.539, 1.047, -4.857], [-4.670, 2.140, -5.449], [-6.031, 1.269, -7.323], [-5.226, -0.672, -8.629], [-3.079, -1.739, -8.060], [0.827, -3.267, -6.128], [0.688, -5.720, -6.291], [-1.520, -6.841, -6.280], [-3.579, -5.494, -6.017], [-3.439, -3.055, -5.826], [-3.668, -4.427, -1.916], [-5.948, -4.646, -2.813], [-6.931, -2.830, -4.174], [-5.609, -0.776, -4.629], [-3.318, -0.585, -3.766], [1.029, -2.679, -1.453], [2.548, -4.590, -1.553], [1.762, -6.770, -2.438], [-0.547, -6.992, -3.291], [-2.062, -5.058, -3.274], [-2.229, 4.445, -0.865], [-2.541, 3.846, 0.495], [-1.399, 2.552, 1.020], [-1.319, 1.691, -0.241], [0.134, 3.538, 1.137], [1.058, 3.383, -0.058], [-3.100, 4.972, -1.252], [-1.962, 3.657, -1.569], [-1.403, 5.154, -0.813], [-3.519, 3.363, 0.507], [-2.527, 4.587, 1.298], [0.610, 3.197, 2.055], [-0.179, 4.576, 1.264], [1.430, 2.362, -0.148], [1.924, 4.030, 0.082], [0.575, 3.642, -0.999]]}

***

# 5
{"formula": "C35H30GeI2NOSeTi", "method": "the ωB97M-V functional and the def2-TZVPD basis", "homo_lumo_gap_ev": 6.62, "de_lowest_ev": 0.100, "total_charge": 1, "total_energy_ha": -7404.7958, "e_lumo_ev": -4.247, "homo_energy_ev": -10.87, "elements": ["Ti", "I", "C", "C", "C", "I", "C", "C", "C", "C", "N", "C", "C", "O", "H", "H", "H", "H", "C", "C", "C", "C", "C", "C", "Se", "C", "C", "C", "H", "H", "H", "H", "H", "H", "H", "H", "H", "H", "H", "C", "Ge", "C", "C", "C", "C", "C", "C", "C", "C", "C", "C", "C", "C", "C", "C", "C", "C", "H", "H", "H", "H", "H", "H", "H", "H", "H", "H", "H", "H", "H", "H", "H"], "coordinates": [[1.150, -0.149, 0.513], [3.933, -4.311, 0.540], [1.943, -4.035, 0.027], [1.208, -5.072, -0.594], [-0.090, -4.888, -0.981], [-1.088, -6.450, -1.927], [-0.733, -3.637, -0.768], [-2.058, -3.304, -1.122], [-2.552, -2.050, -0.872], [-1.718, -1.089, -0.293], [-0.471, -1.364, 0.049], [0.019, -2.629, -0.155], [1.354, -2.828, 0.270], [1.953, -1.762, 0.853], [1.696, -6.021, -0.767], [-2.685, -4.050, -1.593], [-3.564, -1.788, -1.138], [-2.063, -0.080, -0.107], [3.443, 6.658, 0.536], [2.731, 5.387, 0.900], [3.403, 4.177, 0.945], [2.756, 2.996, 1.288], [3.543, 1.733, 1.363], [1.392, 3.043, 1.577], [0.440, 1.441, 2.123], [0.683, 4.245, 1.535], [-0.787, 4.310, 1.837], [1.380, 5.398, 1.202], [4.402, 6.450, 0.063], [3.630, 7.264, 1.423], [2.844, 7.257, -0.150], [4.461, 4.149, 0.709], [4.500, 1.834, 0.855], [3.020, 0.916, 0.854], [3.711, 1.400, 2.388], [-1.361, 3.671, 1.161], [-1.153, 5.330, 1.741], [-0.993, 3.966, 2.853], [0.838, 6.338, 1.165], [4.168, -0.335, -1.721], [2.307, 0.245, -1.807], [2.193, 2.053, -2.526], [3.051, 2.417, -3.563], [3.004, 3.692, -4.109], [2.099, 4.623, -3.621], [1.247, 4.280, -2.580], [1.304, 3.007, -2.033], [1.308, -1.136, -2.792], [1.948, -2.335, -2.998], [1.311, -3.421, -3.639], [0.024, -3.294, -4.072], [-0.683, -2.081, -3.883], [-2.022, -1.946, -4.330], [-2.707, -0.779, -4.153], [-2.078, 0.310, -3.514], [-0.788, 0.201, -3.070], [-0.044, -0.992, -3.239], [4.578, -0.418, -2.729], [4.245, -1.305, -1.229], [4.764, 0.388, -1.166], [3.762, 1.700, -3.959], [3.670, 3.955, -4.921], [2.061, 5.616, -4.051], [0.547, 5.004, -2.187], [0.643, 2.771, -1.200], [2.971, -2.468, -2.660], [1.850, -4.347, -3.787], [-0.475, -4.118, -4.568], [-2.486, -2.788, -4.831], [-3.723, -0.680, -4.512], [-2.613, 1.243, -3.389], [-0.317, 1.061, -2.613]]}

***

# 6
{"formula": "C35H30HfN6O6Te", "method": "the ωB97M-V functional and the def2-TZVPD basis", "homo_lumo_gap_ev": 6.67, "de_lowest_ev": 0.201, "total_energy_ha": -2448.0697, "e_lumo_ev": -0.542, "homo_energy_ev": -7.21, "elements": ["Hf", "O", "C", "N", "C", "O", "C", "C", "C", "C", "C", "N", "C", "C", "C", "C", "C", "N", "H", "H", "H", "H", "H", "H", "H", "H", "O", "C", "O", "C", "C", "C", "C", "C", "C", "C", "C", "C", "N", "H", "H", "H", "H", "H", "H", "N", "C", "C", "C", "N", "H", "H", "H", "H", "O", "C", "O", "H", "C", "C", "C", "C", "C", "C", "Te", "C", "C", "C", "H", "H", "H", "H", "H", "H", "H", "H", "H", "H", "H"], "coordinates": [[-0.989, -0.800, -0.072], [-1.311, 3.524, 0.230], [-1.123, 2.335, 0.374], [-1.401, 1.352, -0.549], [-2.366, 1.711, -1.506], [-3.480, 2.076, -1.180], [-2.072, 1.578, -2.969], [-3.033, 0.997, -3.789], [-2.753, 0.892, -5.139], [-1.557, 1.412, -5.613], [-0.684, 2.002, -4.712], [-0.920, 2.069, -3.405], [-0.573, 1.812, 1.678], [-0.316, 2.686, 2.716], [0.021, 2.164, 3.954], [0.078, 0.788, 4.107], [-0.160, -0.015, 3.009], [-0.469, 0.486, 1.809], [-3.952, 0.623, -3.361], [-3.459, 0.418, -5.808], [-1.303, 1.362, -6.663], [0.259, 2.419, -5.049], [-0.420, 3.745, 2.531], [0.222, 2.820, 4.790], [0.324, 0.334, 5.055], [-0.124, -1.093, 3.078], [-3.553, -2.495, -2.859], [-2.636, -1.928, -2.318], [-2.686, -1.289, -1.180], [-1.294, -1.821, -3.010], [-1.060, -2.540, -4.190], [0.119, -2.355, -4.842], [1.019, -1.367, -4.382], [2.187, -1.024, -5.102], [2.968, 0.017, -4.691], [2.601, 0.766, -3.553], [1.497, 0.436, -2.821], [0.694, -0.662, -3.201], [-0.434, -0.974, -2.478], [-1.830, -3.219, -4.529], [0.358, -2.917, -5.738], [2.433, -1.588, -5.993], [3.856, 0.285, -5.248], [3.199, 1.618, -3.255], [1.194, 1.037, -1.979], [-3.876, 0.549, 1.068], [-4.874, 0.530, 1.960], [-4.627, -0.514, 2.826], [-3.438, -1.082, 2.359], [-2.983, -0.421, 1.299], [-3.777, 1.181, 0.266], [-5.676, 1.245, 1.910], [-5.222, -0.827, 3.664], [-2.890, -1.924, 2.743], [-0.737, -3.143, -0.596], [-0.928, -3.374, 0.607], [-1.109, -2.414, 1.431], [-0.929, -4.403, 0.987], [3.972, 0.651, 5.871], [3.480, 0.247, 4.507], [3.488, 1.146, 3.448], [3.057, 0.788, 2.175], [3.115, 1.822, 1.081], [2.592, -0.519, 1.954], [1.951, -1.053, -0.003], [2.599, -1.447, 3.002], [2.125, -2.869, 2.847], [3.037, -1.043, 4.262], [3.922, 1.732, 6.005], [5.012, 0.349, 6.010], [3.386, 0.178, 6.660], [3.838, 2.159, 3.617], [3.490, 2.769, 1.469], [2.133, 1.990, 0.636], [3.770, 1.490, 0.274], [1.068, -2.961, 3.115], [2.690, -3.530, 3.505], [2.232, -3.216, 1.821], [3.037, -1.766, 5.072]]}